{
  "formula": "C18H37OP3SW",
  "method": "wB97M-V/def2-TZVPD",
  "max_force_ev_per_a": 10.06,
  "charge": 4,
  "gap_ev": [5.18, 5.37],
  "multiplicity": 3,
  "total_energy_ha": -2270.93648,
  "elements": ["W", "P", "P", "P", "H", "C", "C", "H", "C", "C", "C", "C", "C", "C", "C", "C", "C", "H", "H", "H", "H", "H", "H", "H", "H", "H", "H", "H", "H", "H", "H", "H", "H", "H", "H", "H", "H", "H", "H", "H", "H", "H", "H", "H", "H", "H", "C", "C", "C", "C", "C", "C", "S", "H", "H", "H", "H", "H", "H", "O", "C"],
  "positions_angstrom": [[-0.53526, 0.20226, 0.46785], [-1.44965, 2.21564, 1.21828], [1.85755, 0.42122, 1.39916], [-0.97519, -1.56225, 2.06262], [-1.12513, -1.03887, -1.93835], [-1.39290, -1.11466, -0.88141], [-2.36261, -0.01941, -0.43334], [-2.61845, 0.74260, -1.18090], [-1.08986, 3.62504, 0.11821], [-0.82302, 2.73673, 2.84106], [-3.26425, 2.31028, 1.38104], [3.05484, -0.65031, 0.52893], [2.64087, 2.05484, 1.15587], [2.20789, 0.10087, 3.16055], [-2.51861, -2.53385, 1.83908], [-1.12820, -1.03062, 3.80399], [0.28829, -2.88357, 2.01087], [-1.63388, -2.14508, -0.60489], [-3.23219, -0.34667, 0.14654], [-1.56648, 3.47432, -0.86087], [-0.00923, 3.75608, -0.02791], [-1.50840, 4.53271, 0.58323], [0.25664, 2.93445, 2.80572], [-1.02884, 1.97685, 3.60739], [-1.35002, 3.66661, 3.10566], [-3.73368, 2.30286, 0.38870], [-3.51003, 3.25553, 1.88758], [-3.65538, 1.47101, 1.97082], [4.02435, -0.57547, 1.04604], [3.17191, -0.30796, -0.50801], [2.72527, -1.69683, 0.52732], [3.57872, 2.06608, 1.73192], [1.99706, 2.86995, 1.50997], [2.86447, 2.20803, 0.09164], [3.27696, 0.30142, 3.32225], [1.99917, -0.93680, 3.44145], [1.62487, 0.77875, 3.79589], [-2.49796, -3.36232, 2.56051], [-2.62000, -2.94493, 0.82896], [-3.39940, -1.91705, 2.05280], [-1.37273, -1.90840, 4.41943], [-1.93921, -0.29646, 3.90267], [-0.19721, -0.58679, 4.17346], [-0.06839, -3.73044, 2.61545], [1.25209, -2.54248, 2.40443], [0.43642, -3.23040, 0.97958], [0.39244, -0.30474, -4.85224], [0.74101, -1.30022, -3.92843], [1.59237, -2.33352, -4.30422], [2.18851, -2.31741, -5.57121], [1.95979, -1.24453, -6.44815], [1.06292, -0.23608, -6.08682], [-0.88796, 0.83909, -4.47931], [-1.85770, -0.04657, -4.38901], [0.32563, -1.25595, -2.92589], [1.79948, -3.13915, -3.59835], [2.84725, -3.13358, -5.87560], [2.47845, -1.19088, -7.40923], [0.85129, 0.60799, -6.74263], [1.25951, 1.46978, -1.84080], [0.59576, 0.94328, -0.99936]]
}

{
  "formula": "C18H38BFNO9P",
  "method": "wB97M-V/def2-TZVPD",
  "max_force_ev_per_a": 2.70,
  "gap_ev": 8.77,
  "smiles": "C=C[PH](ON=O)(B(O)CC)[C@H](C)F.CCOC(C)=O.CCOC(C)=O.CCOC(C)=O",
  "total_energy_ha": -1906.48685,
  "elements": ["C", "C", "P", "O", "N", "O", "B", "O", "C", "C", "C", "C", "F", "H", "H", "H", "H", "H", "H", "H", "H", "H", "H", "H", "H", "H", "H", "C", "C", "O", "C", "C", "O", "H", "H", "H", "H", "H", "H", "H", "H", "C", "C", "O", "C", "C", "O", "H", "H", "H", "H", "H", "H", "H", "H", "C", "C", "O", "C", "C", "O", "H", "H", "H", "H", "H", "H", "H", "H"],
  "positions_angstrom": [[0.10087, -1.77925, 1.65103], [0.87168, -1.01377, 0.90985], [2.43949, -1.65019, 0.21100], [1.56507, -3.19831, -0.22216], [2.40931, -3.96001, -1.00481], [2.90376, -4.85462, -0.41142], [2.71879, -1.31784, -1.68557], [3.96325, -1.16889, -2.20838], [1.47958, -1.23858, -2.66115], [0.77653, 0.13643, -2.63960], [3.44861, -0.13666, 0.78833], [3.07344, 1.20211, 0.13893], [4.80756, -0.36979, 0.57886], [-0.97063, -1.73776, 1.52715], [0.53990, -2.44359, 2.37572], [0.57821, -0.00157, 0.68495], [3.28302, -2.44589, 1.02329], [3.89331, -1.50626, -3.11463], [0.73481, -1.99006, -2.41538], [1.79655, -1.46560, -3.68252], [0.52937, 0.49640, -1.65253], [1.32837, 0.86420, -3.21386], [-0.16983, 0.02232, -3.16133], [3.29406, -0.04739, 1.86677], [2.07582, 1.23601, -0.28483], [3.10790, 1.97003, 0.90847], [3.84464, 1.47408, -0.57179], [1.67848, 5.39651, 1.09547], [1.52667, 5.68150, -0.38464], [1.45478, 4.47791, -1.14839], [0.30473, 3.80246, -1.36296], [-0.91853, 4.14290, -0.54569], [0.30864, 2.89667, -2.15330], [0.81372, 4.86182, 1.49023], [1.79445, 6.32573, 1.65472], [2.55340, 4.76958, 1.27026], [0.67415, 6.32835, -0.59639], [2.41048, 6.20438, -0.74803], [-0.94459, 3.50330, 0.33598], [-1.79713, 3.94908, -1.14578], [-0.97192, 5.18322, -0.24009], [1.15533, -7.01141, -0.75883], [0.46538, -8.25815, -0.24587], [-0.95768, -8.10707, -0.21862], [-1.75309, -8.34876, -1.27830], [-1.12956, -8.51034, -2.64632], [-2.94343, -8.36345, -1.12604], [0.87552, -6.79566, -1.79152], [2.23558, -7.12658, -0.71221], [0.86537, -6.15113, -0.16014], [0.74973, -9.15058, -0.80619], [0.75763, -8.43663, 0.78791], [-1.10792, -7.54033, -3.14102], [-1.75238, -9.18858, -3.22448], [-0.12748, -8.93242, -2.63148], [-4.44519, 3.99453, 4.07868], [-3.39782, 4.89597, 3.45925], [-3.19060, 4.59379, 2.07583], [-3.93531, 5.11278, 1.07863], [-5.22715, 5.82149, 1.41163], [-3.58612, 4.93824, -0.05681], [-5.42045, 4.13235, 3.61144], [-4.54253, 4.19861, 5.14515], [-4.16897, 2.94867, 3.94475], [-3.62708, 5.95372, 3.59547], [-2.43655, 4.72316, 3.94104], [-6.04394, 5.10208, 1.37285], [-5.39608, 6.58883, 0.66026], [-5.22600, 6.31791, 2.37916]]
}

{
  "formula": "C18H38Be2F4N3O6S2",
  "method": "wB97M-V/def2-TZVPD",
  "max_force_ev_per_a": 7.70,
  "charge": 1,
  "gap_ev": 4.62,
  "total_energy_ha": -2549.01918,
  "elements": ["Be", "Be", "F", "F", "N", "S", "O", "O", "F", "S", "O", "O", "F", "C", "C", "C", "C", "C", "C", "N", "O", "C", "C", "C", "H", "H", "H", "H", "H", "H", "H", "H", "H", "H", "H", "H", "H", "H", "H", "H", "H", "H", "H", "C", "C", "C", "C", "C", "C", "N", "O", "C", "C", "C", "H", "H", "H", "H", "H", "H", "H", "H", "H", "H", "H", "H", "H", "H", "H", "H", "H", "H", "H"],
  "positions_angstrom": [[1.83834, -1.78449, -2.20102], [-1.48043, 0.56845, -2.22054], [0.29309, -0.21535, -3.68743], [-0.04014, -0.71166, -0.82170], [-3.27450, -0.88035, -3.03852], [-4.72710, -1.07972, -3.62987], [-5.70613, -1.88735, -2.84663], [-4.82947, -1.01260, -5.09825], [-5.22165, 0.44194, -3.34505], [-2.66568, -2.46648, -3.47332], [-1.76042, -2.31731, -4.58777], [-3.28459, -3.73858, -3.14067], [-1.73840, -2.45218, -2.14729], [-3.76874, 1.98357, -0.39125], [-2.68032, 2.85802, 0.15381], [-2.20853, 2.09537, 1.40798], [-0.91904, 2.57808, 1.94934], [0.21667, 2.56996, 0.95151], [-0.15259, 3.37710, -0.27650], [-1.48581, 2.93257, -0.74936], [-1.83184, 3.40840, -2.08514], [-0.10236, 4.89884, -0.01158], [0.90697, 2.84583, -1.39480], [-3.24624, 4.30016, 0.52447], [-4.02081, 2.07560, -1.44770], [-4.69937, 2.05930, 0.17118], [-3.40390, 0.95666, -0.41215], [-2.96823, 1.91927, 2.16952], [-1.98713, 1.06569, 1.12722], [-0.82598, 1.82645, 2.73321], [-0.96711, 3.58267, 2.36959], [0.37086, 1.57165, 0.54202], [1.13304, 2.96776, 1.38756], [-0.92001, 5.37024, -0.55686], [-0.22129, 5.21419, 1.02499], [0.83051, 5.38368, -0.29929], [1.82387, 3.40448, -1.20694], [1.17892, 1.79523, -1.29278], [0.65499, 3.03418, -2.43842], [-2.47144, 4.84496, 1.06386], [-4.10640, 4.32442, 1.19351], [-3.64970, 4.89798, -0.29281], [-1.82442, 4.36245, -1.97860], [3.34034, -0.11030, 0.33300], [3.19094, -1.40459, 1.15684], [2.05168, -1.09822, 2.15746], [1.44384, -2.32418, 2.88473], [0.79415, -3.14849, 1.85383], [1.87207, -3.62886, 0.75039], [2.64022, -2.42745, 0.17350], [3.66086, -2.88064, -0.71754], [2.75878, -4.72214, 1.40832], [0.89210, -4.21581, -0.30697], [4.45798, -1.88527, 1.80770], [3.47292, 0.70193, 1.04771], [2.61221, 0.24573, -0.39582], [4.27308, -0.03814, -0.22637], [2.41141, -0.47743, 2.97802], [1.23657, -0.57238, 1.66030], [0.68221, -2.03711, 3.60973], [2.20379, -2.89124, 3.42231], [0.08700, -2.54363, 1.28622], [0.35784, -4.04716, 2.28988], [2.49997, -5.71519, 1.04094], [3.79833, -4.46959, 1.19942], [2.76644, -4.71683, 2.49829], [1.45225, -4.65678, -1.13150], [0.39555, -5.04381, 0.19895], [0.08514, -3.52166, -0.54164], [4.27550, -2.79888, 2.37347], [4.76584, -1.12240, 2.52279], [5.24195, -2.05969, 1.07078], [4.22153, -3.35884, -0.10225]]
}